# C17H46FInN3O12S4

C17H46FInN3O12S4 as an isolated structure (ωB97M-V/def2-TZVPD, OMol25).

Geometry as XYZ:
```
84
Properties=species:S:1:pos:R:3:forces:R:3:mulliken_charge:R:1
C 6.518600 -3.178431 -4.253470 0.658 -0.097 -0.182 -0.62
N 6.882714 -4.522026 -4.786570 -0.686 0.661 -0.126 -0.36
C 5.762751 -5.084368 -5.603205 0.611 -0.311 -0.172 -0.87
In 4.203183 -5.818980 -4.156360 0.573 -0.516 -0.424 1.12
N 4.393366 -7.977424 -4.101835 -0.562 0.368 0.117 -0.73
F 4.646524 -5.168142 -2.223537 -0.460 -0.062 -0.761 -0.77
C 2.075174 -5.397932 -4.752493 -1.057 0.835 0.485 -0.98
C 1.586204 -3.953268 -4.468698 -0.441 0.175 -0.761 0.83
C 0.494648 -3.362240 -5.434236 -0.049 -0.572 0.620 -1.03
N 1.963211 -3.195875 -3.498939 -0.105 -1.057 -0.447 -0.64
H 5.410052 -3.039301 -4.296932 0.946 0.020 0.149 0.13
H 7.041566 -2.401118 -4.875298 -0.753 -0.273 0.483 0.31
H 6.886768 -3.060690 -3.207337 -0.469 -0.088 -0.630 0.22
H 7.718842 -4.393340 -5.351939 -0.236 -0.131 -0.018 0.23
H 6.194787 -5.958914 -6.166817 -0.566 0.580 0.543 0.29
H 5.385189 -4.370528 -6.386869 0.244 -0.306 0.499 0.24
H 4.297465 -8.345982 -5.052557 0.053 0.150 0.199 0.13
H 3.523267 -8.268605 -3.639628 0.352 -0.149 -0.120 0.14
H 1.423268 -6.078995 -4.135945 0.540 0.502 -0.507 0.21
H 1.869012 -5.652658 -5.823420 0.257 0.129 0.815 0.32
H 0.636608 -3.719964 -6.481664 0.011 0.451 0.738 0.36
H -0.498275 -3.762222 -5.094632 0.793 0.221 -0.285 0.04
H 0.427744 -2.252484 -5.355855 0.284 -0.806 -0.160 0.31
H 2.649247 -3.734160 -2.950238 0.019 0.295 0.039 0.20
O -0.546850 0.625745 -0.670224 -0.272 -0.531 0.314 -0.65
S -1.208883 -0.314739 0.192472 -0.177 -0.832 -0.434 1.30
O -0.818475 -0.490848 1.562824 0.041 0.333 -0.439 -0.67
O -1.243309 -1.752368 -0.531290 -0.147 1.068 0.638 -0.42
C 0.006019 -2.332050 -0.974199 1.140 -0.551 -0.132 -0.16
C 0.801988 -2.902863 0.182945 -0.056 0.171 0.279 -1.21
C -2.948368 -0.001812 0.142744 -0.063 -0.077 -0.070 -1.05
H 0.591304 -1.601669 -1.534583 -0.207 0.041 -0.007 0.38
H -0.249246 -3.137218 -1.664405 -0.289 0.233 -0.028 0.17
H 1.145936 -2.113896 0.853397 0.029 -0.018 -0.041 0.31
H 1.677554 -3.439263 -0.184912 -0.091 0.018 -0.126 0.41
H 0.187904 -3.585941 0.773561 0.023 -0.042 -0.095 0.28
H -3.260220 0.092485 -0.895617 0.050 0.005 0.034 0.32
H -3.132133 0.928386 0.677697 0.111 -0.019 0.008 0.38
H -3.467037 -0.823202 0.633054 0.059 0.023 0.018 0.31
O 1.092198 6.216621 2.296091 0.166 -0.454 0.174 -0.64
S 0.733541 5.114907 3.147997 -0.638 -0.329 -0.019 1.19
O 1.721250 4.200962 3.649519 -0.056 0.475 -0.268 -0.62
O -0.446285 4.275320 2.444566 0.191 0.554 0.574 -0.25
C -0.235163 3.784323 1.111243 0.379 -0.529 -0.777 -0.34
C 0.672653 2.570521 1.084305 0.473 0.309 0.341 -1.01
C -0.213646 5.723009 4.510099 -0.112 -0.038 -0.045 -0.97
H 0.149259 4.580830 0.469101 -0.010 0.095 0.190 0.32
H -1.217732 3.505774 0.725680 -0.085 0.173 0.277 0.22
H 1.687831 2.831423 1.387875 -0.052 0.077 0.030 0.43
H 0.718632 2.149786 0.085799 -0.048 0.110 0.053 0.41
H 0.314723 1.806380 1.774937 -0.039 -0.003 -0.106 0.21
H -0.990744 6.383758 4.132985 0.063 -0.010 0.007 0.32
H 0.460245 6.271790 5.164939 0.031 0.005 -0.100 0.33
H -0.645082 4.878096 5.042586 0.050 -0.011 -0.059 0.41
O -2.558166 -4.331317 -3.637291 -0.214 -0.324 0.408 -0.65
S -3.414283 -4.368470 -2.484357 -0.354 0.358 0.050 1.10
O -3.118059 -5.205611 -1.355479 0.093 0.130 -0.482 -0.64
O -4.923539 -4.670191 -2.970846 0.333 0.400 0.196 -0.27
C -5.154727 -5.833425 -3.771703 -0.080 -0.762 -0.292 -0.32
C -5.134834 -7.105325 -2.944141 0.205 -0.053 0.180 -0.99
C -3.684594 -2.721541 -1.910661 -0.058 0.011 -0.067 0.05
H -4.432680 -5.882922 -4.590639 0.076 0.131 0.115 0.32
H -6.142190 -5.709992 -4.219207 0.059 0.297 0.119 0.28
H -4.138548 -7.301848 -2.547385 -0.030 0.006 -0.038 0.30
H -5.431813 -7.962624 -3.551264 -0.038 0.086 -0.041 0.39
H -5.812486 -7.021185 -2.092624 -0.036 0.004 -0.083 0.25
H -3.953171 -2.092394 -2.757700 -0.011 -0.096 -0.013 0.43
H -2.750730 -2.368578 -1.454932 -0.381 -0.334 -0.279 -0.45
H -4.480807 -2.736172 -1.168205 0.008 -0.077 -0.040 0.41
O -0.171362 11.081401 6.705967 -0.258 -0.511 -0.047 -0.65
S -0.202036 9.744376 7.231506 0.100 -0.037 0.539 1.16
O -0.559462 8.621965 6.409403 0.025 0.478 0.014 -0.50
O -1.112807 9.727185 8.560393 0.637 -0.033 -0.277 -0.28
C -2.452572 10.225564 8.470386 -0.858 0.137 -0.163 -0.34
C -3.380642 9.238609 7.786819 0.089 -0.128 -0.236 -0.97
C 1.341976 9.398105 8.017548 -0.043 -0.001 0.131 -0.98
H -2.466082 11.195529 7.967183 0.184 -0.065 -0.033 0.32
H -2.791193 10.388737 9.494358 0.331 -0.052 0.039 0.27
H -3.118356 9.113485 6.735931 -0.020 0.029 0.033 0.28
H -4.414159 9.585691 7.837876 0.057 0.041 0.080 0.38
H -3.312242 8.256399 8.257516 -0.036 0.072 0.051 0.26
H 1.596513 10.227083 8.674147 -0.052 -0.020 -0.038 0.34
H 2.092673 9.290666 7.236511 -0.112 0.026 -0.066 0.38
H 1.250590 8.470239 8.578138 -0.035 0.026 -0.043 0.32
```
Positions in Å, forces in eV/Å.

The molecular weight comes out at 746.65 g mol⁻¹. The total energy comes out at -98646.345 eV. The value obtained for the highest occupied orbital energy is -4.411 eV. As for the LUMO energy: 1.430 eV. Its charge is -1. As for the frontier orbital gap: 0.215 Eh.

# C17H48ClO17S7

A 8-piece molecular cluster, C17H48ClO17S7 overall (ωB97M-V/def2-TZVPD, OMol25).

Geometry as XYZ:
```
90
Properties=species:S:1:pos:R:3:forces:R:3:mulliken_charge:R:1
Cl 12.574583 23.270776 0.325321 -0.569 -0.220 -0.643 1.24
O 13.815425 23.367614 1.051678 -0.200 0.149 0.263 -0.52
O 11.745805 24.441944 0.480256 0.487 0.092 0.155 -0.76
O 12.879850 23.074229 -1.079104 -0.055 -0.020 0.132 -0.48
O 11.800423 22.131415 0.804845 0.337 -0.162 0.093 -0.45
O 13.774362 19.725357 4.387941 0.507 0.152 -0.124 -0.64
S 12.379557 19.416804 4.374947 0.376 0.999 1.458 1.34
O 11.908574 18.305570 3.657468 -0.652 -0.928 -0.719 -0.69
O 11.943233 19.167522 5.897384 -0.157 -0.144 -0.300 -0.32
C 12.541285 19.993507 6.890754 0.313 0.379 1.123 0.11
C 11.786082 19.785950 8.195390 -0.022 -0.504 -0.293 -1.42
C 11.508123 20.899753 3.991748 0.239 -0.327 -0.319 -0.37
H 12.525738 21.054302 6.622807 -0.139 -0.087 -0.253 0.24
H 13.587784 19.728866 7.056081 -0.016 -0.149 -0.360 0.25
H 11.787110 18.722638 8.444735 -0.029 0.003 -0.054 0.33
H 10.746944 20.097361 8.100433 0.027 0.146 0.118 0.33
H 12.286004 20.293729 9.019243 -0.088 0.238 -0.097 0.39
H 10.482577 20.846133 4.344167 -0.077 -0.132 -0.193 0.49
H 11.594599 20.955823 2.904329 -0.219 0.302 0.027 -0.36
H 12.048552 21.722662 4.449441 -0.019 0.067 -0.036 0.19
O 15.320077 18.228795 -2.669528 -0.028 -0.003 -0.258 -0.59
S 16.007787 17.564840 -1.606306 -0.280 -0.341 0.016 1.18
O 17.406597 17.330577 -1.664854 0.466 -0.056 -0.088 -0.64
O 15.745061 18.336679 -0.267971 -0.062 0.074 0.186 -0.34
C 14.528469 19.113525 -0.185706 -0.443 1.108 0.289 0.19
C 14.421013 19.658680 1.220910 0.498 -0.231 0.061 -0.38
C 15.204952 16.020970 -1.262751 -0.338 0.634 0.047 -0.91
H 13.657395 18.529530 -0.486501 0.104 -0.209 0.056 0.44
H 14.609624 19.970266 -0.856173 0.045 -0.235 -0.226 -0.22
H 15.329249 20.226325 1.428380 -0.002 -0.010 0.034 0.15
H 14.353140 18.863789 1.961416 -0.159 0.029 0.009 0.38
H 13.594814 20.362109 1.319644 -0.147 -0.153 -0.132 -0.21
H 15.366190 15.362395 -2.109855 0.132 -0.151 0.121 0.36
H 14.141821 16.234203 -1.152266 -0.008 -0.077 -0.057 0.29
H 15.595947 15.675624 -0.310934 0.155 -0.305 -0.153 0.33
O 8.783383 19.513032 2.240762 -0.215 -0.281 0.237 -0.52
S 7.556753 20.223286 2.447695 -0.034 1.118 -1.158 1.23
O 6.533143 19.822175 3.350287 0.202 -0.493 0.510 -0.69
O 7.917737 21.704553 2.882354 -0.493 0.177 0.086 -0.38
C 8.847367 22.501043 2.110834 1.015 0.038 0.380 0.81
C 8.987450 23.845899 2.780368 -0.248 0.178 0.037 -1.52
C 6.770477 20.503417 0.871151 0.780 -0.120 0.320 -0.83
H 8.552289 22.615186 1.068851 -0.314 -0.109 0.054 0.28
H 9.821075 22.014610 2.137304 -0.122 -0.134 -0.273 -0.28
H 9.448294 23.752014 3.763915 -0.021 -0.061 0.008 0.30
H 8.018705 24.333998 2.902412 0.003 -0.022 -0.026 0.42
H 9.623966 24.483735 2.166443 0.050 -0.079 -0.025 0.35
H 6.694073 19.534985 0.383983 -0.392 -0.003 0.041 0.35
H 7.438134 21.109257 0.265806 -0.128 0.059 -0.098 0.23
H 5.837068 21.014197 1.075535 -0.160 -0.164 -0.176 0.33
C 9.843258 20.181137 -0.938312 -0.250 -0.026 0.914 0.03
S 9.457022 20.174408 -2.672221 0.241 0.172 -0.211 0.39
O 8.127083 20.832115 -2.815255 -0.202 -0.030 0.148 -0.65
C 10.679940 21.396818 -3.153705 -0.144 0.112 -0.260 -0.68
H 9.521085 21.126403 -0.497006 0.070 0.111 -0.269 -0.34
H 10.897196 20.071889 -0.686100 0.072 -0.120 -0.330 0.06
H 9.267532 19.390886 -0.454923 0.106 -0.089 -0.070 0.40
H 10.737654 22.224628 -2.448480 0.086 -0.124 0.147 0.15
H 10.341545 21.785604 -4.114489 0.066 -0.126 -0.064 0.46
H 11.634575 20.886321 -3.269702 0.064 0.093 0.100 0.17
C 14.607337 21.883827 -3.610794 -0.415 -0.453 -0.020 -0.53
S 15.306240 23.486233 -4.006942 -0.455 0.129 -0.283 0.64
O 16.729503 23.463431 -3.599336 0.315 -0.144 0.155 -0.64
C 15.338908 23.207852 -5.789000 0.161 0.020 0.178 -1.13
H 14.841232 21.680698 -2.568505 0.201 -0.067 -0.059 -0.12
H 14.975448 21.126598 -4.302708 0.399 -0.084 0.311 0.50
H 13.519661 21.852956 -3.687797 0.002 0.519 -0.039 0.16
H 15.848728 24.061231 -6.230031 -0.127 0.053 -0.071 0.38
H 14.329883 23.084786 -6.178410 -0.008 0.043 -0.045 0.34
H 15.941586 22.312177 -5.937588 -0.038 -0.013 -0.115 0.30
C 15.254851 27.815289 -1.639729 0.083 -0.251 0.692 -0.92
S 16.538642 26.635777 -2.104749 -0.359 -0.155 -0.436 0.55
O 17.788232 27.144557 -1.495360 0.403 0.128 0.189 -0.69
C 15.891894 25.324182 -1.083567 -0.845 -0.425 0.178 -0.85
H 14.273426 27.396300 -1.853244 -0.023 0.187 -0.320 0.31
H 15.455489 28.770462 -2.114492 -0.104 -0.032 -0.176 0.33
H 15.332714 27.923800 -0.554355 0.040 0.130 -0.047 0.29
H 15.964550 25.589379 -0.028987 0.205 -0.002 -0.008 0.43
H 16.320539 24.351563 -1.309272 0.560 0.232 0.020 0.38
H 14.830580 25.194634 -1.322371 0.016 0.176 -0.009 0.16
C 16.538905 22.391794 3.055219 0.146 -0.074 0.453 -0.48
S 16.278739 23.339593 4.565662 -0.037 0.254 -0.326 0.41
O 16.689959 24.734923 4.256986 0.078 0.076 0.085 -0.64
C 14.489109 23.279353 4.486489 -0.782 -0.370 0.238 -0.18
H 15.989381 22.881579 2.255425 0.023 -0.084 -0.122 0.00
H 16.202254 21.371020 3.242131 -0.120 0.018 -0.125 0.18
H 17.612950 22.389912 2.880041 -0.012 0.046 -0.106 0.44
H 14.080179 23.290750 3.474940 0.289 0.053 -0.110 -0.15
H 14.050750 24.112315 5.035110 0.339 0.105 0.122 0.44
H 14.185055 22.352509 4.984924 0.056 -0.021 -0.110 0.05
```
Positions in Å, forces in eV/Å.

The molecular weight comes out at 784.48 g mol⁻¹. The total energy comes out at -141575.650 eV. The value obtained for the highest occupied orbital energy is -6.387 eV. As for the LUMO energy: 2.046 eV. Its charge is -1. The energy above the lowest of the compared OMol25 structures with the same formula, charge and spin comes out at 0.0 kcal/mol. As for the frontier orbital gap: 0.310 Eh.